Below is a cluster of 7 separate species, C29H53BF4N6O2P in total in a non-equilibrium geometry, with properties calculated with ωB97M-V with the def2-TZVPD basis set.

lowest unoccupied orbital energy: 2.0 eV
total energy: -2381.5508 Eh
HOMO: -3.492 eV
gap between HOMO and LUMO: 5.52 eV

Geometry as ORCA input:
```
! wB97M-V def2-TZVPD RIJCOSX def2/J DEFGRID3
* xyz -1 1
C -0.3085 1.8564 -1.9470
P 1.4062 1.0197 -2.1770
O 2.5972 2.0142 -1.4191
B 1.2027 -0.6887 -1.2373
C 1.6322 -1.8402 -2.3531
F -0.2345 -0.8842 -0.9903
C 2.1486 -0.7375 0.0966
C 1.6179 0.1152 1.3179
O 0.3214 -0.3055 1.8068
C 2.5761 0.0414 2.6089
F 2.1694 -1.1129 3.3206
F 3.9163 -0.0780 2.2976
F 2.3139 1.1254 3.4716
H -0.2880 2.9127 -2.3655
H -1.0413 1.1641 -2.4535
H -0.5127 1.8093 -0.8303
H 2.8212 2.7447 -2.0248
H 2.6814 -1.7006 -2.7518
H 0.8852 -1.7079 -3.2098
H 1.4364 -2.8772 -1.9367
H 3.1542 -0.2778 -0.2040
H 2.4050 -1.7965 0.4522
H 1.5961 1.2042 0.9704
H -0.3095 0.2565 1.3241
C 1.8294 -3.1845 7.4956
C 2.8043 -3.0588 6.3296
C 2.3424 -3.8153 5.0827
C 2.2139 -5.2746 5.3889
N 2.1137 -6.4108 5.6274
H 1.7266 -4.2214 7.8248
H 2.1844 -2.6061 8.3515
H 0.8391 -2.8109 7.2201
H 3.7844 -3.4290 6.6454
H 2.9251 -2.0019 6.0789
H 3.0645 -3.6836 4.2743
H 1.3772 -3.4359 4.7391
C 1.2769 -6.3493 -0.5865
C 1.9064 -7.2624 -1.6314
C 2.7863 -6.5023 -2.6258
C 1.9688 -5.4893 -3.3619
N 1.3294 -4.6986 -3.9280
H 0.6095 -5.6157 -1.0431
H 0.6840 -6.9324 0.1180
H 2.0453 -5.8118 -0.0220
H 1.1116 -7.7911 -2.1662
H 2.5121 -8.0203 -1.1256
H 3.2271 -7.1947 -3.3467
H 3.6003 -5.9923 -2.1043
C -2.6274 4.4098 1.0538
C -1.2098 4.8063 1.4544
C -0.6466 5.9475 0.6033
C -0.5957 5.5338 -0.8324
N -0.5541 5.2105 -1.9501
H -2.6667 4.0334 0.0288
H -2.9978 3.6148 1.7048
H -3.3102 5.2612 1.1344
H -0.5604 3.9294 1.3740
H -1.2086 5.1124 2.5044
H 0.3588 6.2019 0.9348
H -1.2689 6.8395 0.6954
C -4.7934 1.7066 -5.6032
C -3.8463 2.9016 -5.5705
C -2.8605 2.8488 -4.4011
C -3.6101 2.8475 -3.1024
N -4.2010 2.8492 -2.0987
H -5.4242 1.6688 -4.7120
H -5.4575 1.7714 -6.4684
H -4.2371 0.7676 -5.6711
H -4.4371 3.8212 -5.5156
H -3.2844 2.9360 -6.5081
H -2.1965 3.7156 -4.4294
H -2.2432 1.9493 -4.4593
C -0.0054 9.3783 -2.4307
C 0.9241 10.3917 -1.7700
C 1.9510 9.7397 -0.8410
C 1.2514 9.0068 0.2584
N 0.7040 8.4321 1.1104
H -0.6040 8.8396 -1.6927
H -0.7001 9.8838 -3.1049
H 0.5617 8.6469 -3.0128
H 0.3222 11.1125 -1.2085
H 1.4522 10.9505 -2.5476
H 2.6003 10.5009 -0.4030
H 2.5784 9.0372 -1.3949
C -3.8155 -7.9317 2.1797
C -2.3981 -7.5157 2.5591
C -1.8453 -6.4020 1.6669
C -1.7981 -6.8614 0.2446
N -1.7658 -7.2208 -0.8624
H -3.8572 -8.3423 1.1682
H -4.1788 -8.7060 2.8594
H -4.5015 -7.0818 2.2347
H -1.7448 -8.3915 2.5053
H -2.3933 -7.1745 3.5978
H -0.8361 -6.1303 1.9853
H -2.4724 -5.5097 1.7322
*
```

Results of the Mulliken charge analysis, in e, for atoms 1 through 4: atom 1 (C): -0.12, atom 2 (P): -0.61, atom 3 (O): -0.44, atom 4 (B): 0.89


Below is a structure of composition C29H53BIN4OP2Sr in a non-equilibrium geometry, with properties calculated with ωB97M-V with the def2-TZVPD basis set.

lowest unoccupied orbital energy: -2.0 eV
total energy: -2466.8827 Eh
energy above the lowest of the compared OMol25 structures with the same formula, charge and spin: 72.7 kcal per mole
HOMO: -8.578 eV
gap between HOMO and LUMO: 6.54 eV

Geometry as ORCA input:
```
! wB97M-V def2-TZVPD RIJCOSX def2/J DEFGRID3
* xyz 1 1
Sr 0.8106 -0.6396 -0.5613
C -3.3774 0.0182 2.0141
C -4.1665 -0.1569 0.7095
C -5.3242 0.8469 0.7183
C -4.7372 -1.5773 0.6922
P -2.8476 0.0168 -0.6315
C -2.6467 1.8771 -0.6885
N -1.2504 2.2440 -0.5218
B -0.1795 1.5378 -1.1659
N 0.9866 1.9102 -0.2661
C 2.4384 1.6973 -0.3367
P 3.2693 0.1322 -1.0688
C 3.2471 -1.1154 0.4861
C 2.1343 -0.9131 1.5660
C 3.2162 -2.5781 -0.0255
C 4.5547 -0.9131 1.2646
C 4.9607 0.7869 -1.4718
C 5.9036 -0.3923 -1.7803
C 5.5971 1.7486 -0.4689
C 4.7016 1.5363 -2.7952
C 0.5728 2.8740 0.6723
C 1.2853 3.6207 1.5906
C 0.5854 4.5008 2.4189
C -0.7932 4.6195 2.3240
C -1.5092 3.8894 1.3747
C -0.8143 3.0370 0.5357
C -3.5987 -0.3989 -2.3091
C -4.9887 0.1745 -2.5807
C -3.6451 -1.9267 -2.4582
C -2.6305 0.1240 -3.3794
H -4.0446 -0.1335 2.8684
H -2.9341 1.0140 2.1019
H -2.5598 -0.7048 2.0603
H -6.0164 0.5798 1.5225
H -5.8895 0.8556 -0.2090
H -4.9882 1.8637 0.9221
H -5.2886 -1.7585 1.6189
H -3.9477 -2.3299 0.6172
H -5.4337 -1.7257 -0.1328
H -3.2268 2.3202 0.1168
H -3.0531 2.2715 -1.6209
H 2.8485 1.7799 0.6759
H 2.8872 2.5126 -0.9099
H 1.3082 -1.6316 1.5338
H 1.7284 0.1008 1.5721
H 2.5736 -1.0395 2.5533
H 2.3434 -2.9011 -0.6210
H 3.2778 -3.2142 0.8613
H 4.1162 -2.7563 -0.6152
H 4.6064 0.0925 1.6840
H 5.4336 -1.0903 0.6527
H 4.5870 -1.6162 2.1008
H 6.5567 -0.6215 -0.9405
H 6.5436 -0.1288 -2.6235
H 5.3674 -1.3020 -2.0597
H 5.8094 1.2783 0.4873
H 4.9849 2.6344 -0.2976
H 6.5491 2.0917 -0.8818
H 4.3568 0.8578 -3.5757
H 5.6418 1.9850 -3.1219
H 3.9692 2.3382 -2.6951
H 2.3612 3.5506 1.6752
H 1.1314 5.1046 3.1336
H -1.3185 5.3131 2.9683
H -2.5784 4.0282 1.2771
H -5.7466 -0.2697 -1.9364
H -5.2730 -0.0449 -3.6138
H -5.0188 1.2588 -2.4578
H -4.4117 -2.3880 -1.8381
H -2.6816 -2.3711 -2.2004
H -3.8677 -2.1770 -3.4992
H -2.5036 1.2057 -3.3506
H -3.0256 -0.1441 -4.3633
H -1.6356 -0.3091 -3.2718
N -1.1592 -0.0401 4.5749
C -0.3560 0.7415 3.8200
O -0.1848 0.5669 2.6240
C 0.3101 1.8777 4.5544
I 2.4288 1.6510 4.5935
H -1.7366 -0.7224 4.1124
H -1.3597 0.1841 5.5326
H 0.0024 1.9597 5.5923
H 0.1154 2.7986 4.0112
C 0.1430 -6.3967 -2.4402
C -0.9806 -5.4095 -2.1123
C -0.4648 -4.1139 -1.6807
N -0.0582 -3.0964 -1.3428
H -0.2911 -7.3334 -2.7825
H 0.7519 -6.6018 -1.5615
H 0.7862 -6.0088 -3.2279
H -1.6208 -5.7863 -1.3131
H -1.6186 -5.2301 -2.9794
*
```

Results of the Mulliken charge analysis, in e, for atoms 1 through 4: atom 1 (Sr): 1.49, atom 2 (C): -2.04, atom 3 (C): 1.81, atom 4 (C): -1.74


Below is a structure of composition C29H54AlO11S, with properties calculated with ωB97M-V with the def2-TZVPD basis set.

lowest unoccupied orbital energy: 1.8 eV
total energy: -2605.8088 Eh
HOMO: -4.765 eV
gap between HOMO and LUMO: 6.60 eV

Geometry as ORCA input:
```
! wB97M-V def2-TZVPD RIJCOSX def2/J DEFGRID3
* xyz -1 1
C 6.8921 -2.6306 0.7562
C 7.1170 -1.2010 1.2459
O 7.6001 -0.3719 0.2094
C 6.7272 0.6462 -0.2544
C 6.4918 0.4987 -1.7378
O 5.6163 -0.5307 -2.0835
Al 3.8923 -0.3823 -1.6113
S 3.7006 -1.5827 0.3647
C 2.7292 -1.1315 -3.0693
C 2.0140 -2.4707 -2.7838
C 0.4877 -2.3591 -2.5747
C 0.0178 -2.9067 -1.2247
C -1.5003 -3.0637 -1.1157
C -2.1870 -1.7969 -0.6250
C -3.7021 -1.9107 -0.5830
C -4.3265 -0.5595 -0.3155
O -5.7261 -0.5915 -0.5508
C -6.2687 0.7051 -0.5883
H 6.8748 -2.6180 -0.3308
H 5.9509 -3.0376 1.1141
H 7.7134 -3.2769 1.0614
H 7.8726 -1.1987 2.0354
H 6.1996 -0.7950 1.6709
H 7.2035 1.6172 -0.0781
H 5.7842 0.6310 0.2937
H 6.1654 1.4673 -2.1368
H 7.4782 0.2870 -2.1699
H 3.4834 1.1553 -1.3002
H 2.5348 -1.1542 0.8503
H 2.0049 -0.3907 -3.4124
H 3.3902 -1.2836 -3.9274
H 2.1867 -3.1744 -3.6009
H 2.4290 -2.9349 -1.8885
H 0.1916 -1.3159 -2.6777
H -0.0218 -2.9328 -3.3523
H 0.3666 -2.2188 -0.4537
H 0.5144 -3.8641 -1.0727
H -1.7490 -3.8971 -0.4552
H -1.8904 -3.3095 -2.1065
H -1.7927 -1.5082 0.3474
H -1.9196 -0.9897 -1.3105
H -3.9936 -2.5962 0.2151
H -4.0736 -2.2665 -1.5436
H -4.1177 -0.2371 0.7082
H -3.8645 0.1628 -0.9969
H -5.9512 1.2320 -1.4913
H -7.3512 0.6175 -0.5770
H -5.9449 1.2936 0.2761
O -1.8171 1.1342 0.8204
C -2.4592 1.8001 1.5742
O -3.0763 1.2708 2.6637
C -3.8569 2.2775 3.3343
C -3.2464 3.6077 2.9042
C -2.7559 3.2862 1.4933
H -4.8984 2.1726 3.0203
H -3.7991 2.0951 4.4045
H -3.9478 4.4369 2.9594
H -2.3939 3.8496 3.5332
H -3.5294 3.4380 0.7376
H -1.8629 3.8343 1.2082
O 3.8805 -1.2043 -8.5627
C 4.6842 -1.4840 -7.7190
O 4.5971 -1.0423 -6.4525
C 5.7503 -1.4518 -5.6858
C 6.3013 -2.6646 -6.4300
C 5.9288 -2.3429 -7.8755
H 6.4579 -0.6211 -5.6649
H 5.4501 -1.6712 -4.6659
H 7.3660 -2.8138 -6.2629
H 5.7776 -3.5636 -6.1031
H 6.6909 -1.7410 -8.3742
H 5.7098 -3.2149 -8.4855
O -7.6222 0.2913 3.9698
C -7.7811 -0.6721 3.2792
O -9.0071 -1.2224 3.0870
C -8.9031 -2.4128 2.2823
C -7.5890 -2.2662 1.5250
C -6.7425 -1.4655 2.5099
H -8.9066 -3.2782 2.9493
H -9.7767 -2.4629 1.6373
H -7.1536 -3.2183 1.2312
H -7.7390 -1.6766 0.6215
H -6.2096 -2.1021 3.2187
H -6.0333 -0.8007 2.0245
O -0.8938 6.0657 3.1558
C -0.6908 5.9662 4.3276
O -1.6586 5.6060 5.2101
C -1.1492 5.6564 6.5550
C 0.3655 5.5386 6.4187
C 0.6083 6.2169 5.0705
H -1.4524 6.6073 6.9983
H -1.6004 4.8438 7.1185
H 0.9015 5.9878 7.2517
H 0.6505 4.4881 6.3593
H 0.7400 7.2958 5.1656
H 1.4429 5.8020 4.5137
*
```

Results of the Mulliken charge analysis, in e, for atoms 1 through 4: atom 1 (C): -0.96, atom 2 (C): -0.20, atom 3 (O): -0.40, atom 4 (C): -0.52


Below is a structure of composition C29H54AsNO11PS in a non-equilibrium geometry, with properties calculated with ωB97M-V with the def2-TZVPD basis set.

lowest unoccupied orbital energy: 2.1 eV
total energy: -4994.5904 Eh
HOMO: -4.835 eV
gap between HOMO and LUMO: 6.98 eV

Geometry as ORCA input:
```
! wB97M-V def2-TZVPD RIJCOSX def2/J DEFGRID3
* xyz -1 1
C 1.1945 3.3589 1.6663
C 2.2447 2.5001 1.2337
As 3.6375 1.1875 0.4696
N 4.9522 2.3028 1.3391
C 5.0616 -0.0473 -0.3012
C 6.4369 0.6921 -0.7790
C 6.9108 0.2314 -2.3156
C 5.8117 0.6590 -3.4755
C 2.2373 0.0831 -0.4722
C 0.7532 0.8278 -0.6063
C -0.0884 -0.1185 -1.7001
C -0.6058 -1.5225 -1.0297
C -1.8853 -1.2529 -0.0381
C -3.2766 -0.9140 -0.8989
C -4.3568 -0.3705 0.2474
C -4.5359 1.2743 0.1623
O -3.1733 1.8989 0.1830
C -3.1525 3.0114 -0.8206
C -3.3694 4.5881 -0.3891
O -2.9582 2.7591 -2.1308
C 3.5100 0.1715 2.2009
S 1.8137 -0.3832 2.7300
O 1.4446 -1.8539 2.2895
O 1.8563 -0.4624 4.3078
P 3.6626 2.5576 -1.4014
O 2.6090 3.7650 -1.2152
H 0.2843 3.8577 2.2411
H 5.7354 1.7254 1.7153
H 5.2924 3.0342 0.6569
H 5.3989 -0.9065 0.4568
H 4.6606 -0.6475 -1.2525
H 6.4202 1.8573 -0.7962
H 7.3224 0.3175 -0.0748
H 7.2239 -0.8955 -2.3411
H 7.8781 0.8951 -2.5357
H 5.8787 1.8134 -3.7650
H 4.7016 0.3469 -3.2108
H 6.0838 0.0719 -4.4618
H 2.1467 -1.0382 -0.0828
H 2.6047 -0.0275 -1.6035
H 0.1212 0.7922 0.3768
H 0.8058 1.8875 -1.0995
H -0.9837 0.5546 -2.1133
H 0.6454 -0.3194 -2.6187
H 0.2152 -2.1222 -0.4478
H -0.9730 -2.2088 -1.9122
H -1.7442 -0.3147 0.6840
H -2.1396 -2.1623 0.6557
H -3.6694 -1.8511 -1.4915
H -3.0844 0.0113 -1.6220
H -5.3829 -0.9553 0.2184
H -3.8957 -0.5825 1.3218
H -5.1487 1.6949 1.0671
H -5.0036 1.5104 -0.8875
H -3.2315 4.7598 0.7699
H -4.4394 4.9798 -0.7404
H -2.5483 5.2699 -0.9165
H 4.2205 -0.7793 2.2779
H 3.9099 0.9078 3.0521
H 0.7542 0.4851 2.4351
H 4.9306 3.1950 -1.6422
H 3.2596 1.8648 -2.6054
O -1.9106 -5.0781 1.1950
C -1.6469 -4.9449 2.3786
O -2.5199 -5.2048 3.3957
C -1.9173 -4.8366 4.6355
C -0.4337 -4.8469 4.3753
C -0.3495 -4.4337 2.9277
H -2.2825 -3.8443 4.9204
H -2.2005 -5.5546 5.4107
H 0.1263 -4.1940 5.0500
H -0.0441 -5.8658 4.4896
H -0.3177 -3.3464 2.8160
H 0.5018 -4.8999 2.4263
O 1.8481 1.2515 -4.7980
C 1.5639 2.4077 -5.0637
O 2.1880 3.1530 -6.0225
C 1.6777 4.4849 -5.9863
C 0.3289 4.3762 -5.3247
C 0.5230 3.2293 -4.3654
H 2.3720 5.1096 -5.4146
H 1.6024 4.8787 -7.0041
H 0.0111 5.3031 -4.8400
H -0.4294 4.1070 -6.0702
H 0.9195 3.5660 -3.4035
H -0.3999 2.6615 -4.2269
O -6.2158 -0.9345 2.1230
C -6.0792 -2.0031 2.6954
O -4.9886 -2.3415 3.4440
C -5.1159 -3.6971 3.8707
C -6.5900 -3.9992 3.8014
C -7.0481 -3.1454 2.6461
H -4.5295 -4.3316 3.1979
H -4.7252 -3.8019 4.8870
H -6.8058 -5.0630 3.6719
H -7.0811 -3.6639 4.7231
H -6.9410 -3.6640 1.6893
H -8.0744 -2.7983 2.7861
*
```

Results of the Mulliken charge analysis, in e, for atoms 1 through 4: atom 1 (C): -1.39, atom 2 (C): 0.74, atom 3 (As): 1.02, atom 4 (N): -0.92


Below is a structure of composition C29H54Br2CaCl3CsFIMgN4O15P3S3 in a non-equilibrium geometry, with properties calculated with ωB97M-V with the def2-TZVPD basis set.

lowest unoccupied orbital energy: -7.2 eV
total energy: -12526.8756 Eh
HOMO: -7.770 eV
gap between HOMO and LUMO: 0.58 eV

Geometry as ORCA input:
```
! wB97M-V def2-TZVPD RIJCOSX def2/J DEFGRID3
* xyz 1 1
C -0.3241 -3.2761 1.6161
P -0.8259 -1.5733 1.0543
C 0.2776 -0.4486 2.0895
C -0.2467 -1.5544 -0.7701
I 1.9551 -1.8321 -0.7014
C -0.6705 -0.1828 -1.3988
C 0.3165 0.4481 -2.4249
C 1.2099 1.5320 -1.7759
S 2.2112 2.4247 -3.0336
O -0.8871 -2.6428 -1.3317
C -0.7553 -2.6675 -2.7610
C -1.0159 -4.0966 -3.2898
O 0.1508 -4.7853 -3.7209
C 0.5057 -4.6885 -5.0482
C 2.0239 -5.0635 -5.1355
C 2.4163 -6.3116 -4.3248
C 2.6988 -6.0948 -2.8191
C 3.7428 -5.0200 -2.4858
N 5.1295 -5.5723 -2.5899
N -0.1999 -5.6207 -5.9949
C -0.6630 -6.6105 -5.5076
S -1.2127 -7.9615 -4.9187
P 0.4210 -2.9426 -5.8235
N -0.6733 -2.9632 -7.1413
O 1.8768 -2.5855 -6.5346
C -2.2349 -4.1489 -4.2422
O -2.5496 -3.1930 -4.9739
O -2.9392 -5.1890 -4.2295
H 0.7729 -3.3307 1.6835
H -0.7176 -3.9785 0.8768
H -0.6959 -3.4774 2.6293
H 1.0459 -1.0614 2.5775
H 0.6950 0.3129 1.4199
H -0.3762 -0.0289 2.8918
H -1.6368 -0.2660 -1.9166
H -0.8232 0.5552 -0.6059
H -0.3034 1.0010 -3.1507
H 0.8873 -0.2749 -3.0118
H 0.5249 2.2793 -1.3465
H 1.8848 1.1295 -1.0143
H 2.4139 1.3896 -4.0195
H 0.2340 -2.3168 -3.0896
H -1.4966 -1.9828 -3.1915
H -1.3562 -4.6281 -2.3866
H 2.6737 -4.2350 -4.8396
H 2.1928 -5.2921 -6.1965
H 1.7216 -7.1593 -4.4086
H 3.3637 -6.6769 -4.7577
H 1.7759 -5.9272 -2.2489
H 3.1061 -7.0490 -2.4398
H 3.6029 -4.7832 -1.4130
H 3.6285 -4.0668 -3.0120
H 5.2537 -6.0592 -1.7099
H 5.7357 -4.7586 -2.5995
H -1.3927 -3.6718 -7.0145
H -1.1706 -2.0793 -7.0616
H 1.7020 -2.1997 -7.4049
Br -2.4740 3.3849 -2.1713
C -3.6703 2.9139 -0.7138
C -3.0387 3.2128 0.6157
Br -1.6907 1.8563 1.0809
H -3.9275 1.8665 -0.8373
H -4.5597 3.5243 -0.8570
H -3.7798 3.1634 1.4186
H -2.5405 4.1862 0.6450
Cs -1.6099 3.9105 3.0123
O -6.5342 7.7741 1.6038
P -5.4431 8.4307 2.4401
O -4.7222 9.4509 1.5671
O -4.4387 7.4013 2.9359
O -6.0899 9.1086 3.6427
C -2.3562 -11.2448 -7.3130
C -2.8750 -11.9709 -6.0762
O -1.9009 -12.0135 -5.0845
H -1.4735 -11.7513 -7.6958
H -3.1159 -11.2077 -8.1126
H -2.0613 -10.2213 -7.0639
H -3.1504 -13.0030 -6.3225
H -3.7670 -11.4560 -5.6673
H -1.6591 -11.1049 -4.8540
C -2.1464 8.1750 9.4225
C -3.6610 7.9821 9.2546
C -3.9489 7.9259 7.7486
S -2.4592 7.2910 6.9765
O -1.8965 8.3200 6.1477
O -2.7145 5.9631 6.4733
C -1.4922 7.1769 8.4732
H -1.8296 8.0121 10.4513
H -1.8717 9.1942 9.1417
H -3.9650 7.0433 9.7218
H -4.2321 8.7992 9.7554
H -4.7817 7.2652 7.5179
H -4.1384 8.9196 7.3336
H -0.4519 7.4055 8.2587
H -1.5829 6.1581 8.8507
Ca -5.2835 -11.1082 -6.9040
C 8.5629 -7.7986 -2.3936
Cl 7.5340 -7.8635 -0.9559
Cl 7.6536 -7.2207 -3.7871
Cl 9.9727 -6.7784 -2.0991
H 8.9095 -8.8017 -2.6049
C 2.5109 6.6254 -1.1251
C 2.4479 5.3388 -1.8174
N 2.4102 4.3286 -2.3647
H 1.7013 6.6908 -0.4006
H 3.4642 6.7212 -0.6079
H 2.4108 7.4359 -1.8450
Mg -5.7939 10.0253 8.9968
C 2.8146 9.6972 8.2777
C 2.0566 9.4462 9.5556
O 2.6625 8.2714 10.0544
C 3.9553 8.2833 9.5999
O 4.8188 7.6047 10.0287
O 4.1108 9.1851 8.5945
F 0.7427 9.1924 9.3113
H 2.4000 9.1428 7.4337
H 2.8617 10.7517 8.0168
H 2.1425 10.2448 10.2943
*
```

Results of the Mulliken charge analysis, in e, for atoms 1 through 4: atom 1 (C): -1.07, atom 2 (P): 0.17, atom 3 (C): -0.92, atom 4 (C): 0.16


Q: Look up the lowest unoccupied orbital energy of the fifth one.
A: -7.2 eV